1.
Here is 16 unconnected molecules or ions with the total composition C54H151N11O16 in a non-equilibrium geometry from the OMol25 dataset. Energies are from ωB97M-V/def2-TZVPD.

Geometry as XYZ:
```
232
Properties=species:S:1:pos:R:3:forces:R:3:mulliken_charge:R:1
C 8.287 -35.355 -3.384 -2.41 -2.75 0.40 -1.460
C 8.825 -34.830 -4.624 0.77 1.43 -1.27 0.156
C 7.823 -33.734 -4.981 -0.33 -1.17 -1.83 -0.206
O 8.193 -32.966 -6.120 -0.46 -0.11 0.22 -0.407
C 7.790 -31.564 -6.073 -0.92 -2.12 0.24 2.087
N 10.146 -34.249 -4.404 0.52 -0.67 -0.61 -0.671
H 7.262 -35.868 -3.606 1.49 1.12 0.55 0.339
H 8.155 -34.530 -2.725 -0.21 0.31 1.11 0.293
H 8.864 -36.167 -2.975 0.53 -0.01 0.44 0.389
H 8.897 -35.633 -5.368 0.00 0.40 -0.15 0.369
H 7.723 -33.107 -4.145 -0.10 1.11 1.30 0.100
H 6.865 -34.300 -5.064 0.03 0.78 -0.61 0.101
H 6.646 -31.499 -6.037 1.55 0.07 -0.01 -0.318
H 8.185 -31.203 -7.015 -0.12 0.71 0.18 -0.872
H 8.243 -31.165 -5.159 -0.18 0.52 -0.34 -0.454
H 10.156 -33.647 -3.597 -0.16 0.24 0.11 0.206
H 10.396 -33.706 -5.228 0.00 0.07 0.27 0.282
C 6.191 -18.770 -3.657 -0.13 0.47 -1.35 -1.066
C 5.749 -18.261 -5.078 -0.08 1.10 1.99 0.273
C 4.783 -19.131 -5.843 -0.66 -0.31 0.20 -0.621
O 5.471 -20.279 -6.387 0.22 2.13 0.91 -0.246
C 4.732 -21.443 -6.379 2.06 -1.47 -1.35 -0.342
N 5.266 -16.857 -4.883 -0.53 -0.95 -0.35 -0.751
H 5.339 -19.061 -3.028 0.12 0.07 -0.21 0.321
H 6.737 -17.924 -3.164 -0.26 -1.06 -0.44 0.371
H 6.808 -19.643 -3.890 0.19 0.09 0.75 0.151
H 6.629 -18.184 -5.676 0.85 0.08 -0.45 0.356
H 4.384 -18.521 -6.683 -0.09 -0.44 0.37 0.218
H 3.936 -19.423 -5.130 0.86 0.09 -1.09 0.322
H 5.516 -22.265 -6.366 -1.24 0.57 -0.15 -0.286
H 4.152 -21.501 -7.292 -0.51 -0.34 -0.12 0.324
H 4.162 -21.492 -5.506 -1.24 -0.42 1.31 0.479
H 5.087 -16.472 -5.797 0.14 0.37 -0.43 0.271
H 4.325 -16.900 -4.490 0.17 0.00 0.32 0.272
C 5.114 -31.298 -15.311 2.07 -1.43 -1.23 -0.804
C 3.793 -30.659 -15.030 0.53 1.10 0.19 0.544
C 4.079 -29.118 -14.791 -0.37 -0.79 -0.19 -0.795
O 4.492 -28.943 -13.427 -0.36 -0.28 -0.65 -0.052
C 4.208 -27.675 -12.878 0.02 0.54 -0.47 -0.667
N 2.979 -30.813 -16.214 -1.75 1.12 -0.43 -0.655
H 5.195 -32.429 -15.250 -0.71 1.13 -0.38 0.347
H 5.843 -31.020 -14.561 0.16 0.43 0.19 0.014
H 5.541 -30.966 -16.342 -0.88 -0.56 1.72 0.320
H 3.387 -31.017 -14.069 -0.16 -0.09 -0.31 0.217
H 3.100 -28.612 -14.946 0.68 0.16 -0.10 0.331
H 4.882 -28.792 -15.530 -1.08 -0.04 0.89 0.249
H 4.877 -26.913 -13.353 -0.94 -0.16 0.03 0.311
H 4.527 -27.679 -11.843 -0.06 -0.29 0.33 0.096
H 3.099 -27.425 -12.903 1.29 -0.11 -0.26 0.332
H 2.047 -30.361 -16.189 0.95 -0.02 0.38 0.210
H 2.744 -31.745 -16.498 0.54 -0.72 0.19 0.242
C 3.169 -30.124 -8.492 -0.92 -0.64 0.13 -1.748
C 3.692 -29.976 -7.059 -0.06 -0.56 -0.82 0.848
C 3.618 -31.334 -6.409 1.11 -0.45 -0.61 -1.021
O 3.770 -31.237 -5.020 0.13 0.60 0.01 -0.366
C 3.729 -32.495 -4.456 -0.23 -0.99 1.18 -0.794
N 5.050 -29.410 -6.987 -0.74 0.84 -0.02 0.166
H 3.837 -30.715 -9.100 0.00 -0.98 -0.03 0.328
H 3.115 -29.251 -9.096 0.05 1.44 0.10 0.446
H 2.090 -30.483 -8.453 1.43 -0.07 -0.19 0.425
H 2.899 -29.433 -6.589 -0.16 1.04 0.90 0.154
H 4.416 -31.997 -6.800 -0.09 0.22 -0.10 0.277
H 2.686 -31.836 -6.636 -0.52 0.01 -0.12 0.561
H 2.908 -33.101 -4.788 -0.77 -0.22 -0.77 0.448
H 3.508 -32.404 -3.404 0.36 0.26 0.54 0.307
H 4.609 -33.125 -4.591 0.48 0.31 -0.14 0.128
H 4.980 -28.389 -6.886 0.19 -0.43 -0.37 -0.086
H 5.537 -29.712 -6.154 -0.13 -0.21 0.19 -0.185
C 7.266 -28.959 -3.322 -3.02 1.44 2.94 -1.136
C 6.772 -29.970 -2.233 2.27 1.25 0.29 1.803
C 5.724 -29.264 -1.414 -0.09 1.70 -1.48 -0.723
O 5.405 -29.888 -0.235 0.20 0.01 2.03 -0.378
C 6.009 -29.302 0.957 -0.87 -2.71 0.61 -0.601
N 6.251 -31.147 -2.807 -1.32 -1.97 -1.16 -0.021
H 7.527 -28.050 -2.709 0.31 -0.77 -0.90 0.211
H 6.350 -28.617 -3.855 0.70 -0.36 -0.40 0.278
H 8.050 -29.282 -3.913 1.38 -0.62 -1.31 0.194
H 7.719 -30.196 -1.655 -1.18 0.11 -0.13 -1.123
H 4.818 -29.218 -2.075 0.37 -0.16 0.57 0.215
H 6.020 -28.191 -1.314 -0.18 -0.54 0.52 0.413
H 5.185 -29.190 1.699 0.65 -0.20 -0.39 0.246
H 6.370 -28.346 0.732 0.83 1.37 -0.29 0.331
H 6.826 -29.987 1.410 -1.26 1.16 -0.85 0.149
H 5.605 -31.690 -2.203 0.94 0.60 0.05 0.340
H 5.613 -30.851 -3.549 0.22 -0.18 -0.19 0.000
C 10.885 -30.907 -3.353 0.57 0.12 0.80 0.114
C 11.811 -30.748 -2.055 -1.93 -0.92 -2.23 0.057
C 11.115 -31.487 -0.905 0.90 -0.51 -0.51 -1.139
O 9.822 -30.978 -0.728 0.20 -0.28 -0.04 -0.070
C 9.084 -31.621 0.266 -0.50 -0.04 2.07 -0.671
N 13.175 -31.209 -2.384 0.18 0.15 1.94 -0.305
H 11.305 -31.770 -3.894 -0.61 0.00 0.15 0.099
H 10.989 -30.078 -4.044 0.21 0.25 -0.05 -0.893
H 9.787 -30.971 -3.132 1.12 -0.33 -0.01 0.240
H 11.897 -29.710 -1.787 -0.06 0.56 0.14 0.344
H 11.779 -31.350 -0.056 -0.17 0.09 0.83 0.434
H 11.082 -32.585 -1.082 -0.04 0.38 -0.18 0.366
H 9.087 -32.748 0.320 0.18 0.97 -0.73 0.336
H 8.063 -31.241 0.216 -0.09 -0.39 -0.47 -0.016
H 9.374 -31.290 1.300 0.35 -0.22 -0.66 0.300
H 13.649 -31.102 -1.464 0.27 0.09 -0.90 0.309
H 13.234 -32.221 -2.507 -0.46 0.08 -0.31 0.327
C 8.791 -27.197 -6.691 1.42 -0.37 -1.15 0.422
C 9.141 -27.400 -8.187 -0.16 0.72 -0.86 1.574
C 10.300 -28.395 -8.286 -0.04 0.29 -1.76 -0.142
O 9.883 -29.606 -7.738 0.18 -1.18 0.71 1.268
C 10.948 -30.567 -7.505 -1.37 0.31 -1.18 -0.232
N 7.967 -27.661 -9.122 0.21 -0.31 1.77 -0.528
H 9.814 -26.993 -6.318 -0.55 -0.17 0.51 -0.074
H 8.481 -28.194 -6.328 -0.39 0.88 0.38 -0.434
H 8.212 -26.290 -6.484 -0.42 -0.74 -0.06 -0.339
H 9.630 -26.466 -8.531 -0.47 -0.20 -0.03 -1.435
H 11.157 -27.937 -7.763 -0.04 -0.35 0.11 0.491
H 10.633 -28.506 -9.387 -0.50 0.04 1.38 -0.585
H 11.812 -29.950 -7.380 1.01 -0.18 0.67 0.507
H 11.086 -31.144 -8.454 0.01 0.08 0.80 -0.414
H 10.664 -31.235 -6.654 0.37 0.68 -0.70 -0.402
H 7.383 -28.421 -8.737 0.39 0.32 0.13 0.065
H 8.292 -28.099 -9.966 0.37 0.00 -0.57 0.262
C 10.895 -32.345 -11.505 -0.78 -0.98 0.55 -1.477
C 9.943 -31.236 -11.837 -0.83 1.83 -0.94 0.259
C 8.802 -31.139 -10.808 1.03 -2.22 1.88 0.075
O 7.791 -30.213 -10.986 0.43 1.19 -0.62 -0.135
C 6.784 -30.690 -11.829 -1.56 -0.41 1.24 -1.015
N 10.695 -29.970 -12.026 1.87 -0.79 1.59 -0.568
H 10.416 -33.349 -11.675 0.34 0.88 0.59 0.376
H 11.207 -32.198 -10.448 0.06 -0.49 -0.60 0.104
H 11.740 -32.332 -12.167 0.56 0.26 -0.18 0.425
H 9.461 -31.404 -12.814 0.16 -0.23 0.12 0.354
H 9.269 -30.946 -9.780 -0.64 -0.13 -1.22 -0.530
H 8.309 -32.175 -10.774 0.69 1.02 0.18 0.420
H 7.014 -30.758 -12.890 0.39 -0.36 0.07 0.238
H 5.907 -30.055 -11.740 0.17 0.54 -0.12 0.169
H 6.420 -31.615 -11.325 0.26 -0.13 -1.08 0.349
H 11.380 -29.772 -11.229 -1.22 -0.43 -1.30 0.096
H 10.113 -29.168 -12.094 -0.79 0.58 -0.04 0.332
C 8.864 -23.652 -8.971 -1.32 1.56 -0.88 -1.576
C 9.297 -24.127 -10.358 -0.01 -0.59 0.98 2.124
C 8.517 -23.526 -11.517 0.50 0.74 0.39 -1.119
O 9.316 -23.782 -12.659 -1.04 -0.10 -0.66 -0.323
C 8.612 -23.427 -13.846 -0.77 0.81 1.14 -0.721
N 10.724 -23.713 -10.450 -0.28 0.42 -0.05 -0.628
H 9.381 -24.178 -8.213 0.41 -0.69 0.82 0.199
H 7.762 -23.651 -8.770 0.92 -0.29 -0.26 -0.188
H 9.192 -22.584 -8.904 -0.39 -0.57 0.14 0.510
H 9.197 -25.261 -10.413 0.38 1.31 -0.04 -0.571
H 8.377 -22.434 -11.384 0.37 -0.09 0.02 0.394
H 7.491 -23.880 -11.605 -0.05 -0.69 -0.11 0.505
H 9.182 -23.718 -14.691 0.64 -0.24 -0.69 0.271
H 8.456 -22.316 -13.847 -0.04 -0.80 -0.20 0.293
H 7.631 -23.946 -13.876 0.39 0.31 -0.03 0.239
H 10.860 -22.775 -10.002 -0.25 -1.22 -0.64 0.249
H 10.881 -23.607 -11.446 0.49 0.16 -0.03 0.316
C 13.982 -25.806 -3.782 0.66 -0.03 2.64 -1.907
C 13.430 -27.173 -3.701 0.58 -3.05 0.58 0.618
C 11.950 -27.237 -3.619 -1.13 3.56 1.70 1.334
O 11.567 -26.751 -2.308 0.13 -0.49 0.36 -0.580
C 10.171 -26.702 -2.051 0.94 -1.87 -0.45 -0.510
N 13.726 -28.042 -4.883 1.35 1.20 -0.22 -0.166
H 13.741 -25.401 -4.682 -0.24 1.25 -3.01 0.415
H 15.053 -25.800 -3.556 -0.10 0.11 -0.39 0.445
H 13.504 -25.136 -3.058 0.06 -0.37 0.18 0.369
H 13.868 -27.694 -2.804 -0.53 0.58 -0.39 0.214
H 11.493 -28.158 -3.815 -0.37 -1.58 -0.30 -0.973
H 11.538 -26.465 -4.281 -0.03 -0.36 -0.69 0.178
H 9.700 -25.905 -2.531 -0.75 1.55 -1.17 0.308
H 10.010 -26.558 -1.003 0.12 -0.16 0.72 0.375
H 9.686 -27.636 -2.398 0.15 0.27 0.34 -0.032
H 14.694 -27.831 -5.195 -0.87 -0.42 0.18 0.288
H 13.725 -29.000 -4.556 0.05 -0.15 -0.10 -0.272
C 9.421 -23.285 -5.175 -0.78 -2.14 -1.75 -1.527
C 8.082 -22.663 -5.411 0.31 0.21 0.14 2.116
C 7.204 -22.824 -4.143 0.57 0.29 0.79 -0.915
O 6.999 -24.162 -3.618 1.17 1.75 -0.17 -0.324
C 6.221 -24.975 -4.437 0.48 -0.89 0.09 0.409
N 8.332 -21.266 -5.677 -1.31 0.97 1.58 -0.775
H 10.145 -22.995 -5.967 -0.41 -0.47 0.50 0.458
H 9.191 -24.380 -5.148 0.94 0.53 -0.15 0.020
H 9.762 -23.011 -4.234 0.92 0.61 1.71 0.529
H 7.634 -23.085 -6.287 -0.60 -0.87 -0.53 -0.639
H 6.228 -22.339 -4.217 -0.11 0.04 -0.35 0.166
H 7.772 -22.223 -3.386 -0.52 -0.77 -0.22 0.295
H 6.663 -25.133 -5.414 -0.16 0.35 -0.56 -0.293
H 5.198 -24.622 -4.486 -0.42 0.04 -0.23 0.404
H 6.278 -25.969 -3.991 -0.42 -0.01 0.17 -0.295
H 8.887 -21.084 -6.473 0.75 -0.23 -0.87 0.293
H 7.450 -20.808 -5.835 -0.29 0.46 -0.13 0.137
C 14.143 -36.560 -8.389 -0.61 -0.67 -0.86 -0.879
C 15.232 -35.584 -8.606 1.51 1.22 -0.16 0.072
O 16.493 -36.044 -8.086 -0.09 0.05 -0.02 -0.540
H 14.192 -36.864 -7.354 -0.21 -0.20 0.29 0.267
H 14.166 -37.462 -9.048 0.10 0.69 0.48 0.302
H 13.224 -36.007 -8.573 -0.42 -0.32 0.05 0.280
H 14.959 -34.637 -8.096 0.45 -0.56 0.17 -0.105
H 15.431 -35.241 -9.630 -0.53 -0.41 -0.17 0.315
H 16.890 -36.643 -8.734 -0.22 0.23 0.23 0.298
C 14.345 -31.449 -6.150 -0.44 0.43 -0.78 -0.061
C 15.153 -32.154 -5.082 1.33 0.16 -1.58 -0.402
O 15.789 -31.262 -4.198 0.25 -0.29 0.14 -0.618
H 14.804 -30.554 -6.575 0.94 -0.48 -0.31 0.349
H 13.470 -30.931 -5.796 -0.90 -0.42 0.79 -0.406
H 14.012 -32.125 -6.965 0.29 0.32 0.42 0.268
H 16.008 -32.673 -5.552 -0.39 0.15 -0.04 0.350
H 14.574 -32.955 -4.659 -0.50 -0.21 0.89 0.229
H 15.128 -30.789 -3.706 -0.71 0.27 0.51 0.292
C 14.279 -24.532 -8.862 0.07 -1.90 -1.21 -1.484
C 12.995 -25.385 -8.693 0.09 1.28 2.45 0.382
O 12.315 -25.864 -9.783 -0.35 0.25 -1.13 -0.172
H 14.919 -25.099 -9.596 -0.35 0.83 0.55 0.293
H 14.749 -24.654 -7.894 0.39 0.55 0.20 0.429
H 14.176 -23.484 -9.168 -0.18 -0.33 0.14 0.301
H 12.334 -24.776 -7.986 0.30 -0.75 -0.79 0.005
H 13.265 -26.280 -8.136 0.29 0.02 0.33 0.290
H 11.791 -25.107 -10.129 -0.22 -0.03 -0.15 -0.058
C 13.401 -27.386 -12.448 -0.45 0.29 -0.55 -0.681
C 13.910 -28.375 -11.492 1.86 -0.28 2.43 -0.581
O 13.150 -28.545 -10.298 -0.33 -0.75 -0.22 -0.366
H 12.351 -27.653 -12.587 -0.16 0.56 -0.17 0.089
H 13.903 -27.598 -13.406 -0.06 0.66 0.21 0.402
H 13.549 -26.360 -12.038 -0.28 -0.66 -0.73 0.137
H 14.941 -28.127 -11.151 -0.26 0.09 -0.41 0.373
H 13.996 -29.363 -11.865 -0.13 -0.92 -0.84 0.429
H 12.883 -27.690 -9.975 -0.32 0.87 0.10 0.148
C 3.776 -25.045 -7.689 -0.56 0.18 1.59 -1.561
C 5.096 -25.103 -8.364 2.26 -0.49 -0.05 0.590
O 5.815 -26.252 -7.832 -0.79 0.58 -0.13 0.103
H 3.834 -25.408 -6.645 0.46 0.34 -0.31 0.197
H 3.032 -25.697 -8.089 -0.37 -0.54 -0.83 0.431
H 3.327 -24.061 -7.627 0.07 0.38 -0.21 0.361
H 5.759 -24.208 -8.258 -0.74 -0.27 0.63 -0.425
H 5.043 -25.157 -9.444 -0.45 -0.42 -0.43 0.462
H 6.422 -26.658 -8.480 0.14 0.34 -0.19 0.140
```
Forces are in eV/Å.

Calculated values
Charge: 0
Energy (a.u.): -3953.76242
LUMO (eV): 0.37
Max |F| (eV Å⁻¹): 4.45

---

2.
Here is 2 unconnected molecules or ions with the total composition C20H31N2 in a non-equilibrium geometry from the OMol25 dataset. Energies are from ωB97M-V/def2-TZVPD.

Geometry as XYZ:
```
53
Properties=species:S:1:pos:R:3:forces:R:3:mulliken_charge:R:1
C 1.693 -0.233 -1.895 0.05 -0.10 -0.06 -1.073
N 2.816 0.665 -1.967 0.10 -0.04 -0.71 0.033
C 2.490 2.047 -1.685 -0.09 -0.04 0.34 -0.507
C 3.674 2.977 -1.932 -0.06 -0.12 -0.11 -0.752
C 4.904 2.510 -1.160 -0.05 -0.07 -0.06 -0.675
C 5.209 1.055 -1.504 -0.13 -0.07 -0.12 -0.725
C 3.986 0.174 -1.269 -0.08 0.00 0.35 -0.550
H 2.010 -1.227 -2.241 -0.15 0.21 0.06 0.384
H 1.282 -0.348 -0.871 0.09 0.08 -0.02 0.311
H 0.882 0.123 -2.545 0.17 -0.07 0.11 0.337
H 1.633 2.333 -2.311 0.17 -0.03 0.15 0.403
H 2.185 2.154 -0.620 -0.09 0.05 -0.09 0.238
H 3.903 2.982 -3.004 -0.05 0.05 0.09 0.332
H 3.390 3.990 -1.637 0.04 -0.02 -0.07 0.348
H 5.762 3.140 -1.404 -0.05 -0.01 0.13 0.295
H 4.710 2.595 -0.084 0.07 0.05 -0.03 0.318
H 5.494 0.987 -2.560 0.03 -0.03 0.12 0.330
H 6.034 0.673 -0.897 0.00 0.05 -0.10 0.346
H 3.787 0.147 -0.173 0.05 -0.13 -0.09 0.266
H 4.177 -0.855 -1.604 -0.02 0.23 0.13 0.388
C -5.827 -1.370 -0.940 -0.10 0.01 -0.04 -0.693
C -4.857 -2.235 -1.746 -0.05 -0.11 0.37 -0.507
C -3.604 -1.454 -2.127 -0.09 -0.12 -0.14 -0.792
N -2.999 -0.814 -0.945 0.83 -0.91 0.57 0.102
C -1.864 -1.260 -0.428 -0.78 0.13 -0.53 0.129
C -1.215 -0.646 0.659 0.76 0.06 0.86 -0.368
C -0.219 -1.254 1.399 -1.18 0.24 -0.80 -0.173
C 0.332 -0.695 2.603 0.58 0.59 1.07 0.896
C 1.180 -1.473 3.437 -0.36 0.24 -0.52 -0.445
C 1.686 -0.957 4.625 -0.06 0.27 0.08 -0.590
C 1.368 0.355 5.019 -0.10 -0.38 -0.44 -0.366
C 0.531 1.139 4.213 -0.02 -0.14 -0.20 -0.726
C 0.023 0.628 3.022 0.15 -0.41 0.09 -0.327
C -3.914 0.067 -0.205 -0.17 0.67 -0.03 -0.629
C -5.134 -0.722 0.256 0.07 -0.45 -0.07 -0.583
H -6.230 -0.583 -1.590 -0.07 -0.11 0.10 0.310
H -6.661 -1.984 -0.589 0.02 0.13 -0.14 0.343
H -4.557 -3.101 -1.142 -0.06 0.03 -0.12 0.290
H -5.339 -2.609 -2.654 0.13 0.03 0.11 0.350
H -2.856 -2.113 -2.578 -0.11 0.27 -0.03 0.388
H -3.886 -0.660 -2.831 0.30 -0.09 0.10 0.337
H -1.436 -2.166 -0.878 -0.12 0.44 -0.02 0.398
H -1.542 0.362 0.927 0.13 -0.52 -0.01 0.238
H 0.108 -2.253 1.101 -0.01 0.19 0.10 0.326
H 1.411 -2.491 3.116 0.03 0.28 0.21 0.350
H 2.334 -1.576 5.250 -0.22 0.23 -0.21 0.387
H 1.771 0.764 5.946 -0.11 -0.15 -0.24 0.390
H 0.267 2.157 4.509 0.15 -0.35 -0.06 0.391
H -0.627 1.251 2.407 0.25 -0.08 0.26 0.318
H -3.415 0.510 0.659 -0.04 -0.04 -0.34 0.260
H -4.236 0.862 -0.890 0.18 -0.07 0.17 0.322
H -5.815 -0.063 0.802 0.15 -0.03 -0.11 0.342
H -4.801 -1.503 0.954 -0.08 0.14 -0.03 0.285
```
Forces are in eV/Å.

Calculated values
Charge: +1
Energy (a.u.): -889.95267
LUMO (eV): -4.60
Max |F| (eV Å⁻¹): 1.45

---

3.
Here is 2 unconnected molecules or ions with the total composition C3H9FO2Si in a non-equilibrium geometry from the OMol25 dataset. Energies are from ωB97M-V/def2-TZVPD.

Geometry as XYZ:
```
16
Properties=species:S:1:pos:R:3:forces:R:3:mulliken_charge:R:1
C 1.270 1.943 -0.221 -0.34 0.68 1.88 -0.567
C -1.819 -0.642 -0.864 -1.46 1.17 3.21 -0.599
C 0.360 -1.536 1.453 1.44 2.43 -2.01 -1.199
O 1.439 0.613 -0.570 -0.50 -0.46 -0.57 -0.207
O -1.480 0.742 -0.434 0.01 -1.22 -2.28 -0.460
F 2.087 -1.642 -0.913 -0.16 -0.37 0.51 -0.265
Si 1.312 -0.772 0.188 -0.39 -2.39 0.11 0.775
H 1.412 1.949 0.880 -0.05 0.90 -0.48 0.300
H 0.294 2.412 -0.453 0.42 -0.77 -0.15 0.204
H 2.063 2.457 -0.716 0.47 0.76 -0.15 0.256
H -1.419 -1.253 0.006 -0.66 -0.04 -1.74 0.316
H -1.453 -0.890 -1.803 1.08 -0.27 -1.59 0.241
H -2.925 -0.667 -0.896 0.46 -0.36 -0.07 0.235
H 0.419 -2.529 1.803 0.25 -0.79 0.29 0.303
H -0.003 -0.742 2.069 -0.53 0.12 0.82 0.364
H -1.557 0.556 0.472 -0.05 0.62 2.23 0.303
```
Forces are in eV/Å.

Calculated values
Charge: 0
Energy (a.u.): -659.51642
LUMO (eV): 0.26
Max |F| (eV Å⁻¹): 3.72

---

Taking the records one at a time from the top gives energy above the lowest of the compared OMol25 structures with the same formula, charge and spin values of 0.877 0.000 3.475 eV.